(1)
{"formula": "C8H12B3F12LiO6", "method": "ωB97M-V/def2-TZVPD", "symbols": ["F", "F", "F", "F", "F", "F", "F", "F", "F", "F", "F", "F", "O", "O", "O", "O", "O", "O", "C", "C", "C", "C", "C", "C", "C", "C", "B", "B", "B", "Li", "H", "H", "H", "H", "H", "H", "H", "H", "H", "H", "H", "H"], "xyz": [[3.40, 1.97, -1.94], [4.57, 3.66, -1.33], [3.90, -1.90, 0.62], [4.25, 3.29, -3.49], [1.52, 4.61, 2.94], [0.39, 2.87, 1.94], [4.10, -4.16, 0.65], [5.59, 1.84, -2.27], [2.64, -3.07, -0.58], [4.81, -2.94, -1.15], [2.22, 2.58, 3.32], [0.31, 3.29, 4.22], [-2.30, -3.95, 5.36], [-1.47, -2.01, 6.21], [-1.36, 1.26, -6.46], [-1.40, 0.84, -4.26], [-1.73, 2.86, -5.15], [-1.31, -2.41, 3.98], [-1.62, -2.82, 5.09], [-1.48, 1.57, -5.23], [-1.08, 2.36, -7.35], [-2.70, -3.91, 6.71], [-1.70, 3.45, -6.41], [-1.86, 2.24, -8.69], [-1.94, -5.03, 7.42], [-2.31, -2.51, 7.25], [1.10, 3.33, 3.13], [3.92, -3.04, -0.14], [4.53, 2.67, -2.29], [1.02, -0.22, 0.16], [-0.87, -4.83, 7.38], [-3.10, -1.78, 7.42], [-2.23, -4.85, 8.46], [-1.70, 1.27, -9.16], [-1.79, -2.40, 8.21], [-1.27, 4.46, -6.44], [-2.93, 2.27, -8.50], [-3.79, -3.98, 6.83], [-2.74, 3.65, -6.66], [-2.06, -6.04, 7.03], [0.00, 2.48, -7.46], [-1.52, 3.02, -9.38]], "de_lowest_kcal_mol": 112.5, "total_energy_ha": -2044.72623, "largest_force_ev_per_a": 5.5, "gap_ev": 8.2, "homo_energy_ev": -4.9, "charge": -2}



(2)
{"formula": "C18H20N4O7RuS2", "method": "ωB97M-V/def2-TZVPD", "symbols": ["Ru", "S", "S", "O", "O", "O", "O", "O", "O", "O", "N", "N", "N", "N", "C", "C", "C", "C", "C", "C", "C", "C", "C", "C", "C", "C", "C", "C", "C", "C", "C", "C", "H", "H", "H", "H", "H", "H", "H", "H", "H", "H", "H", "H", "H", "H", "H", "H", "H", "H", "H", "H"], "xyz": [[-0.50, 1.21, 0.00], [-2.67, 2.24, 0.38], [-0.35, 2.58, -1.96], [-1.67, -0.61, -0.90], [0.13, 1.27, 2.02], [2.62, -1.29, 0.28], [4.16, 3.57, -0.27], [1.93, 1.93, 0.21], [4.70, 2.32, -2.05], [1.59, 1.44, 3.70], [0.44, -0.93, -0.34], [-1.03, -2.02, 3.17], [1.45, -3.05, -0.54], [0.54, -3.71, 2.27], [-2.48, 2.66, -3.66], [-3.06, 2.38, -1.33], [1.31, 1.46, 2.51], [-0.60, -1.21, 4.31], [3.93, 2.63, -0.98], [2.81, 1.62, -0.83], [-4.41, 2.37, -1.71], [0.28, -3.56, -1.00], [-0.82, -2.81, -1.18], [-0.18, -2.90, 2.67], [1.55, -1.70, -0.17], [-3.81, 2.66, -4.02], [-4.78, 2.51, -3.03], [-0.72, -1.42, -0.82], [2.59, -3.90, -0.24], [2.45, 1.67, 1.52], [-2.08, 2.53, -2.33], [-2.09, -1.48, 2.32], [3.50, -3.46, -0.66], [-0.27, -0.22, 4.00], [-1.45, -1.10, 5.00], [-4.09, 2.77, -5.06], [-1.71, 2.77, -4.42], [-5.16, 2.24, -0.94], [2.42, -4.88, -0.68], [-2.27, -2.15, 1.49], [-1.74, -3.22, -1.55], [-5.83, 2.50, -3.30], [0.30, -4.63, -1.21], [2.23, 1.62, -1.76], [0.21, -1.71, 4.82], [3.24, 0.62, -0.70], [3.03, 0.74, 1.50], [-3.00, -1.38, 2.92], [3.07, 2.49, 1.85], [-1.82, -0.50, 1.93], [5.39, 2.99, -2.08], [2.70, -3.99, 0.84]], "de_lowest_kcal_mol": 0.0, "s2": 8.76, "total_energy_ha": -2335.01080, "largest_force_ev_per_a": 0.1, "gap_ev": [7.0, 6.9], "homo_energy_ev": [-4.4, -5.1], "spin_multiplicity": 6, "charge": -1}



- Which formula does entry 1 have?
  C8H12B3F12LiO6